Record 1
21
Properties=species:S:1:pos:R:3:forces:R:3 method="wB97M-V/def2-TZVPD" energy_ha=-436.86832 max_force_ev_per_a=6.11 smiles="N/C=C/N(C=[NH2+])CCO" total_charge=+1 homo_energy_ev="-11.46 / -11.46" orbital_gap_ev="8.0 / 8.0"
N -2.036 -0.830 2.826 -0.445 -0.428 1.130
C -1.779 -0.146 1.722 5.614 0.857 -2.266
C -0.374 0.041 1.422 -0.130 0.160 -0.258
N 0.708 0.543 0.313 -1.317 0.069 0.694
C 2.096 0.695 0.344 -4.147 -1.487 0.727
N 2.699 0.867 -0.840 -0.242 -0.415 -0.117
C 0.009 0.806 -0.977 3.460 -1.363 -1.323
C -0.038 -0.440 -1.956 -1.194 0.405 -1.621
O -1.232 -1.104 -1.650 -1.969 -1.253 0.484
H -1.365 -1.001 3.562 -0.008 0.120 -0.355
H -2.988 -0.897 3.097 -0.609 -0.170 0.286
H -2.607 0.056 1.113 -0.878 0.665 -0.828
H 0.146 -0.544 2.118 1.302 -0.312 0.823
H 2.606 0.546 1.341 -0.422 0.462 -1.473
H 2.202 0.580 -1.682 0.069 0.299 0.509
H 3.688 0.879 -1.010 0.342 0.154 0.768
H 0.580 1.619 -1.485 -0.854 -0.293 0.383
H -1.016 1.014 -0.896 -1.129 0.672 0.791
H 0.753 -1.233 -2.031 0.000 1.249 0.423
H -0.238 0.018 -2.959 0.956 -0.210 0.486
H -1.813 -1.470 -2.372 1.602 0.819 0.737

Record 2
35
Properties=species:S:1:pos:R:3:forces:R:3 method="wB97M-V/def2-TZVPD" energy_ha=-2671.89640 max_force_ev_per_a=4.27 total_charge=+3 homo_energy_ev=-17.35 orbital_gap_ev=1.9
C 4.788 -1.962 -1.064 -0.338 -0.304 0.265
C 4.150 -1.882 0.123 -0.335 1.251 -1.444
C 4.098 -0.492 0.789 0.102 -2.223 -1.117
O 4.569 -0.391 1.845 0.722 1.109 2.080
O 3.494 0.613 0.137 -0.948 -0.134 -0.118
C 2.073 0.532 0.383 0.306 -1.204 -0.254
C 1.244 0.662 -0.931 0.981 0.982 -0.354
C 0.280 1.893 -0.973 -0.715 -1.831 0.690
C -0.547 2.165 0.376 0.099 0.838 -1.794
C -1.152 0.884 1.029 -0.590 0.227 0.737
C -2.504 0.440 0.317 0.815 0.525 0.797
B -2.884 -1.100 0.573 -0.642 0.020 -0.225
I -1.490 -2.716 0.858 -0.413 0.629 -0.175
C -4.453 -1.476 0.599 0.047 -0.004 -0.202
C -4.773 -1.961 -0.859 -0.825 1.382 1.121
O -4.158 -2.831 -1.327 0.925 -1.426 -0.946
Cl -6.055 -1.139 -1.774 0.468 -0.114 0.648
H 4.680 -2.891 -1.649 0.584 0.506 0.328
H 5.405 -1.129 -1.446 -0.583 -0.552 -0.010
H 3.689 -2.761 0.597 0.169 0.708 0.003
H 1.815 1.272 1.183 0.048 -0.281 -0.353
H 1.894 -0.489 0.798 -0.342 0.862 0.031
H 1.986 0.815 -1.755 -0.509 -0.284 0.475
H 0.691 -0.257 -1.216 0.121 0.598 0.420
H 0.926 2.812 -1.231 -1.021 -2.905 -2.961
H -0.391 1.757 -1.851 0.402 0.650 0.518
H 0.121 2.781 1.109 -0.555 -0.722 0.269
H -1.399 2.837 0.092 0.544 -0.214 0.482
H -0.436 0.051 1.152 -0.142 0.552 -0.366
H -1.459 1.174 2.061 0.404 -0.153 -0.622
H -3.302 1.042 0.813 0.383 -0.348 -0.606
H -2.511 0.714 -0.763 -0.123 -0.482 0.499
H -4.616 -2.368 1.245 -0.107 0.594 -0.401
H -5.092 -0.629 0.920 0.299 -0.562 -0.225
Lu 1.315 4.030 -0.160 0.768 2.309 2.813

Record 3
21
Properties=species:S:1:pos:R:3:forces:R:3 method="wB97M-V/def2-TZVPD" energy_ha=-1349.13191 max_force_ev_per_a=5.07 total_charge=+2 homo_energy_ev="-14.92 / -14.92" orbital_gap_ev="6.0 / 6.2" multiplicity=7
O 4.485 -0.261 -0.238 1.016 0.456 -0.016
C 3.324 0.134 -0.035 0.103 -0.345 0.371
O 3.119 1.198 0.637 -0.187 0.984 0.724
O 2.304 -0.616 -0.477 1.734 -0.933 -0.678
C 1.134 -0.537 0.203 -4.524 0.162 2.287
C 0.793 -1.496 1.132 3.192 1.155 1.097
Sm 5.982 1.493 1.061 -1.611 -1.184 -1.049
H 0.080 -1.353 1.949 -0.432 0.007 -0.943
H 1.626 -2.139 1.430 -0.363 -1.059 -0.228
Li 1.369 1.701 1.244 -0.024 -0.525 -0.479
C -0.473 -1.096 -0.367 0.014 1.536 -2.091
C -1.406 0.053 -0.028 -0.307 0.500 0.455
O -2.600 -0.112 -0.791 0.829 -1.037 0.040
C -3.422 0.923 -0.849 -0.360 1.562 -0.221
O -3.404 1.884 -0.118 0.209 -0.512 0.027
O -4.200 0.780 -1.914 -0.105 -0.471 0.052
H -1.003 -2.051 -0.248 0.724 -0.144 0.714
H -0.263 -1.120 -1.447 0.213 0.198 0.213
H -0.966 1.037 -0.239 -0.013 -0.314 -0.311
H -1.640 0.073 1.044 -0.100 -0.156 -0.102
H -4.838 1.504 -1.949 -0.007 0.118 0.138